{"formula": "C4H10O3", "method": "ωB97M-V/def2-TZVPD", "elements": ["O", "C", "C", "C", "C", "O", "H", "H", "H", "H", "H", "H", "H", "H", "H", "H", "O"], "positions_angstrom": [[2.916, 0.385, 0.737], [2.003, -0.196, 1.263], [1.032, -1.114, 0.570], [-0.183, -0.319, 0.010], [-0.591, -0.984, -1.293], [0.137, 1.037, -0.294], [1.649, 0.201, 2.242], [1.601, -1.517, -0.265], [0.781, -1.959, 1.211], [-0.995, -0.315, 0.742], [0.255, -0.959, -1.966], [-0.859, -2.027, -1.121], [-1.442, -0.498, -1.754], [1.009, 1.304, 0.041], [-2.757, 3.018, 0.089], [-1.814, 1.854, -0.038], [-2.742, 2.090, -0.172]], "forces_ev_per_a": [[0.4, -0.5, -0.3], [-1.4, 1.3, 0.6], [1.2, -0.1, -0.3], [0.5, -0.3, 0.0], [-0.3, -0.3, 0.4], [0.2, 0.3, 0.2], [0.3, -0.5, 0.2], [-0.1, -0.1, -0.3], [-0.4, 0.2, 0.1], [0.0, -0.1, 0.0], [0.1, 0.1, -0.2], [0.0, -0.1, 0.0], [-0.1, 0.2, 0.0], [-0.4, -0.2, -0.2], [-0.2, 0.0, -0.1], [0.1, -0.1, -0.2], [0.2, 0.2, 0.2]], "spin_multiplicity": 1, "homo_ev": -10.347, "de_lowest_kcal_mol": 30.6}



{"formula": "C4H6O6S3", "method": "ωB97M-V/def2-TZVPD", "elements": ["C", "C", "C", "C", "O", "O", "O", "O", "O", "O", "S", "S", "S", "H", "H", "H", "H", "H", "H"], "positions_angstrom": [[1.709, -0.440, 0.334], [0.563, 0.446, 0.868], [1.417, -0.811, -1.189], [-0.391, 0.592, -0.215], [-1.655, -1.887, 1.461], [-2.537, 2.358, -0.685], [-2.675, -1.466, -0.870], [-0.560, -2.631, -0.658], [-1.788, 1.905, 1.509], [-0.250, 3.169, 0.100], [0.354, 0.620, -1.801], [-1.463, -1.621, -0.013], [-1.345, 2.147, 0.140], [2.705, 0.022, 0.328], [1.999, -1.277, 0.933], [0.040, 0.117, 1.718], [0.895, 1.561, 1.038], [2.297, -1.117, -1.830], [0.685, -1.686, -1.167]], "forces_ev_per_a": [[1.2, 0.5, -1.6], [2.8, 2.2, -0.4], [-0.7, -0.8, 0.6], [-2.6, -0.9, -1.0], [0.3, 0.6, -2.4], [1.5, 0.0, -0.9], [1.1, -0.1, 1.6], [-0.8, 0.3, 1.1], [0.4, -0.1, 0.4], [-1.5, -0.9, -0.8], [1.1, -1.1, 0.1], [-1.2, 0.8, -0.4], [-0.8, 0.6, 1.7], [-0.3, 1.0, 0.0], [-0.8, -1.2, 0.4], [-0.4, -0.6, 1.3], [-0.1, -2.2, 0.1], [-0.7, 0.9, 0.7], [1.4, 1.3, -0.4]], "total_charge": -2, "spin_multiplicity": 1, "homo_ev": -0.843, "de_lowest_kcal_mol": 32.2}



Number 1: gap between HOMO and LUMO 10.979 eV. Number 2: gap between HOMO and LUMO 6.297 eV.